(1)
{"formula": "C4H9ClS", "method": "ωB97M-V/def2-TZVPD", "elements": ["C", "C", "C", "S", "C", "Cl", "H", "H", "H", "H", "H", "H", "H", "H", "H"], "positions_angstrom": [[-0.454, 0.341, -1.326], [-0.226, -0.169, 0.118], [0.845, -1.267, 0.084], [-1.599, -0.956, 0.835], [0.325, 0.979, 1.008], [1.801, 1.841, 0.494], [0.460, 0.503, -1.829], [-0.926, 1.300, -1.290], [-1.073, -0.286, -1.951], [0.545, -2.230, -0.344], [1.746, -0.879, -0.325], [1.029, -1.565, 1.085], [-2.510, -0.015, 0.451], [-0.387, 1.828, 0.988], [0.423, 0.573, 2.001]], "spin_multiplicity": 1, "e_tot_ha": -1016.17566, "relative_energy_kcal_mol": 8.0, "e_homo_ev": -9.40, "smiles": "CC(C)(S)CCl"}

(2)
{"formula": "C4H9ClS2", "method": "ωB97M-V/def2-TZVPD", "elements": ["C", "C", "Cl", "C", "S", "C", "S", "H", "H", "H", "H", "H", "H", "H", "H", "H"], "positions_angstrom": [[-1.832, -0.036, -0.364], [-0.367, -0.033, 0.131], [-0.391, -0.305, 1.974], [0.221, 1.345, -0.181], [1.783, 1.821, 0.621], [0.400, -1.424, -0.198], [2.165, -1.549, 0.309], [-1.852, -0.254, -1.494], [-2.358, -0.764, 0.156], [-2.319, 1.077, -0.307], [-0.443, 2.153, 0.247], [0.268, 1.593, -1.362], [2.660, 0.893, 0.079], [-0.271, -2.300, 0.036], [0.543, -1.390, -1.279], [1.792, -0.829, 1.632]], "spin_multiplicity": 1, "e_tot_ha": -1414.30980, "relative_energy_kcal_mol": 35.4, "e_homo_ev": -8.79, "smiles": "CC(Cl)(CS)CS"}

(3)
{"formula": "C4H9F3MoO5SSi", "method": "ωB97M-V/def2-TZVPD", "elements": ["Mo", "O", "S", "O", "O", "O", "F", "C", "F", "F", "C", "Si", "C", "C", "O", "H", "H", "H", "H", "H", "H", "H", "H", "H"], "positions_angstrom": [[-1.322, 0.237, -1.259], [-3.656, 2.746, -2.971], [-2.663, 1.942, -2.380], [-1.699, 1.216, -3.275], [-3.206, 0.653, -1.584], [-1.790, 2.469, -1.290], [-1.773, -2.535, -0.530], [-1.566, -1.857, -1.698], [-2.561, -2.199, -2.522], [-0.424, -2.376, -2.223], [2.840, 0.388, 0.328], [1.227, -0.006, 1.149], [0.708, 1.274, 2.382], [1.135, -1.739, 1.793], [0.048, 0.055, -0.122], [3.653, 0.379, 1.057], [2.816, 1.377, -0.133], [3.074, -0.347, -0.444], [1.433, 1.335, 3.197], [-0.263, 1.035, 2.818], [0.642, 2.261, 1.919], [1.809, -1.871, 2.642], [1.415, -2.457, 1.021], [0.123, -1.979, 2.125]], "spin_multiplicity": 1, "e_tot_ha": -1589.53155, "e_homo_ev": [-10.16, -10.17]}

(4)
{"formula": "C4H9F3O2SSi", "method": "ωB97M-V/def2-TZVPD", "elements": ["C", "C", "C", "C", "O", "O", "F", "F", "F", "Si", "S", "H", "H", "H", "H", "H", "H", "H", "H", "H"], "positions_angstrom": [[-1.746, -0.664, 0.122], [0.426, 0.800, 1.951], [0.531, -2.212, 1.365], [-0.058, 1.790, -2.252], [2.338, 0.880, -3.002], [1.122, -0.424, -0.665], [-0.897, 2.047, -1.205], [-0.057, 2.848, -3.087], [-0.530, 0.793, -2.971], [0.191, -0.568, 0.573], [1.760, 1.370, -1.784], [-1.935, -0.537, -0.980], [-2.246, -1.576, 0.304], [-2.265, 0.276, 0.399], [1.043, 1.499, 1.468], [-0.491, 1.147, 2.395], [1.104, 0.369, 2.692], [1.143, -2.241, 2.343], [-0.448, -2.638, 1.674], [1.015, -2.960, 0.657]], "spin_multiplicity": 1, "e_tot_ha": -1295.51530, "relative_energy_kcal_mol": 46.3, "e_homo_ev": [-9.75, -9.75]}